No. 1
The following is a quantum chemistry calculation of the ion C7H12N4 with charge +2, from the OMol25 dataset.

Computed properties:
Energy relative to the best compared isomer or geometry (same formula, charge and spin): 4.463 eV
Orbital gap (spin up / spin down): 7.5 / 6.6 eV
Highest occupied orbital energy (spin up / spin down): -16.48 / -15.23 eV
E_LUMO (spin up / spin down): -8.9 / -8.6 eV

Structure (ORCA input):
```
! wB97M-V def2-TZVPD RIJCOSX def2/J DEFGRID3
* xyz 2 1
C 0.93043 -0.06775 -1.60404
C -1.84133 -0.96310 1.13040
C 0.12207 0.45898 0.63411
C 0.48283 -0.94210 -2.65353
C -0.34383 -1.93424 -1.99470
C -0.33779 -1.67577 -0.54685
C 0.97496 2.30170 2.10530
N 0.21661 -0.34210 -0.50674
N -1.66735 -1.79503 0.14974
N -1.00902 0.07923 1.37822
N 0.99602 1.46130 0.79200
H 1.29958 0.95704 -1.86627
H -2.79428 -0.88892 1.69670
H -0.07257 -0.20797 -3.31784
H 1.29043 -1.32436 -3.43082
H -0.36240 -2.89204 -2.46471
H 0.42337 -2.23190 -0.00396
H 0.23748 3.11537 1.96585
H 2.05839 2.45370 2.24075
H 0.83068 1.67059 2.98222
H -2.33091 -2.55582 -0.04181
H -1.12649 0.68310 2.20947
H 1.40527 1.85265 0.00518
*
```

=====

No. 2
The following is a quantum chemistry calculation of a cluster of 2 separate species, C7H12S2 in total, from the OMol25 dataset.

Computed properties:
Energy relative to the best compared isomer or geometry (same formula, charge and spin): 2.460 eV
Orbital gap (spin up / spin down): 7.6 / 7.6 eV
Highest occupied orbital energy (spin up / spin down): -7.45 / -7.46 eV
E_LUMO (spin up / spin down): 0.2 / 0.2 eV

Structure (ORCA input):
```
! wB97M-V def2-TZVPD RIJCOSX def2/J DEFGRID3
* xyz 0 1
C -1.49166 0.47774 -1.67604
C -1.25062 0.55629 -0.39261
C 0.91090 -1.93796 3.00701
C 0.43663 -1.11391 3.97015
C 0.19343 2.55440 -0.00165
C 0.42755 -0.89096 -2.21605
C -0.31284 0.33517 -2.63912
S 1.69286 -0.41416 -1.11638
S 0.31754 0.91708 0.32615
H -2.47589 0.45641 -1.97609
H -1.95895 0.61254 0.38726
H 0.23848 -2.39248 2.31896
H 1.96052 -2.26004 2.73001
H 0.98269 -0.43767 4.59459
H -0.62971 -0.97844 4.08177
H 0.72045 3.16617 0.67498
H -0.14928 3.01593 -0.91340
H -0.27707 -1.70063 -1.85138
H 1.05211 -1.28353 -2.95003
H -0.75534 0.20796 -3.66401
H 0.36822 1.11009 -2.69413
*
```

=====

No. 3
The following is a quantum chemistry calculation of a cluster of 6 separate species, H13NO5 in total, from the OMol25 dataset.

Computed properties:
Structure (SMILES): N.O.O.O.O.O
Energy relative to the best compared isomer or geometry (same formula, charge and spin): 1.473 eV
Orbital gap: 11.0 eV
Highest occupied orbital energy: -10.57 eV
E_LUMO: 0.4 eV

Structure (ORCA input):
```
! wB97M-V def2-TZVPD RIJCOSX def2/J DEFGRID3
* xyz 0 1
N -1.92643 1.08284 -1.31377
H -2.82588 0.63811 -1.46929
H -2.29512 1.91564 -0.84299
H -1.52924 1.48706 -2.16374
O -0.30124 0.52255 2.09933
H 0.36755 1.21087 2.08149
H 0.10883 -0.28431 1.75523
O 2.09785 2.02590 -0.64186
H 1.29008 2.27861 -1.09340
H 2.88226 2.06476 -1.20512
O 0.43047 -0.28971 -2.92622
H -0.41464 -0.22029 -2.45958
H 0.22361 -0.91738 -3.62791
O -1.83929 -2.06601 1.89444
H -2.14132 -1.26793 1.46094
H -2.04981 -2.16786 2.82055
O 1.67262 -1.43347 1.14424
H 2.35494 -0.74309 1.13165
H 1.35964 -1.43409 0.23043
*
```

=====

No. 4
The following is a quantum chemistry calculation of the molecule C3H5N, from the OMol25 dataset.

Computed properties:
Structure (SMILES): C=CN=C
Energy relative to the best compared isomer or geometry (same formula, charge and spin): 3.425 eV
Orbital gap: 8.2 eV
Highest occupied orbital energy: -8.12 eV
E_LUMO: 0.1 eV

Structure (ORCA input):
```
! wB97M-V def2-TZVPD RIJCOSX def2/J DEFGRID3
* xyz 0 1
C -1.54534 -0.41876 0.29422
C -0.68118 0.38906 -0.29694
N 0.61144 -0.07145 -0.66545
C 1.73688 0.03959 -0.12843
H -2.59519 -0.15383 0.31166
H -1.23787 -1.25397 0.90614
H -0.87161 1.40259 -0.64125
H 2.15132 -0.83642 0.40712
H 2.43156 0.90319 -0.18707
*
```

=====

Strongest force on any atom values, unit eV/A, following the record order: 5.41; 4.30; 1.56; 2.97.